Density functional theory data (ωB97M-V with the def2-TZVPD basis set) for a cluster of 13 separate species, C35H88F16N13O37S16 in total.

```
205
Properties=species:S:1:pos:R:3:lowdin_charge:R:1
C 1.827 1.455 0.934 -0.062
C 1.780 0.756 -0.460 -0.133
N 1.453 -0.760 -0.347 -0.238
C 1.220 -1.392 -1.739 0.037
C 2.642 -1.418 0.388 -0.175
C 2.779 -2.952 0.249 -0.037
C 0.243 -1.113 0.620 -0.016
C -1.077 -0.372 0.177 -0.153
O -1.630 -1.045 -0.956 -0.197
C -3.044 -1.127 -0.843 -0.101
H 2.176 2.460 0.695 0.082
H 2.563 1.173 1.687 0.090
H 0.827 1.563 1.354 0.077
H 2.740 0.950 -0.939 0.130
H 0.981 1.209 -1.048 0.117
H 0.657 -2.324 -1.681 0.110
H 2.115 -1.404 -2.361 0.115
H 0.560 -0.652 -2.192 0.093
H 2.722 -1.156 1.443 0.123
H 3.481 -0.899 -0.075 0.122
H 1.753 -3.318 0.265 0.068
H 3.296 -3.370 1.113 0.096
H 3.321 -3.241 -0.651 0.089
H 0.739 -0.690 1.493 0.111
H 0.110 -2.188 0.743 0.136
H -0.797 0.650 -0.082 0.107
H -1.894 -0.429 0.897 0.128
H -3.421 -1.893 -1.521 0.088
H -3.539 -0.243 -1.246 0.093
H -3.512 -1.488 0.072 0.102
C -3.922 -12.870 -3.219 -0.048
C -3.936 -11.333 -3.251 -0.138
N -5.119 -10.698 -2.458 -0.258
C -4.880 -11.001 -0.992 0.035
C -5.092 -9.144 -2.641 -0.118
C -3.693 -8.408 -2.382 -0.034
C -6.499 -11.118 -3.100 -0.016
C -7.802 -10.304 -2.548 -0.174
O -7.864 -10.138 -1.113 -0.213
C -8.955 -9.259 -0.747 -0.065
H -3.890 -13.319 -2.226 0.079
H -3.037 -13.351 -3.635 0.093
H -4.834 -13.256 -3.675 0.069
H -4.043 -10.821 -4.208 0.128
H -3.050 -10.885 -2.802 0.112
H -5.581 -10.313 -0.519 0.095
H -3.937 -10.557 -0.671 0.115
H -5.104 -12.057 -0.842 0.109
H -5.913 -8.678 -2.095 0.120
H -5.262 -9.018 -3.710 0.118
H -2.796 -8.938 -2.705 0.070
H -3.434 -8.359 -1.324 0.077
H -3.708 -7.375 -2.728 0.088
H -6.636 -12.167 -2.841 0.115
H -6.333 -11.025 -4.174 0.129
H -8.712 -10.727 -2.972 0.120
H -7.870 -9.322 -3.017 0.108
H -9.087 -8.307 -1.262 0.096
H -8.781 -9.103 0.318 0.101
H -9.863 -9.842 -0.900 0.086
C 2.484 6.124 12.755 -0.059
C 1.074 6.286 12.155 -0.089
N 0.936 7.274 10.883 -0.238
C 1.184 8.690 11.425 -0.001
C 2.021 6.895 9.887 -0.109
C 3.390 7.675 9.997 -0.054
C -0.435 7.248 10.305 -0.105
C -0.912 6.018 9.501 -0.232
O -0.227 5.729 8.346 -0.158
C -0.653 6.729 7.354 -0.057
H 3.006 7.039 13.034 0.070
H 3.143 5.512 12.139 0.095
H 2.409 5.625 13.722 0.095
H 0.325 6.704 12.827 0.119
H 0.745 5.288 11.867 0.131
H 1.058 9.419 10.624 0.115
H 2.122 8.768 11.974 0.090
H 0.543 8.915 12.277 0.104
H 1.592 7.164 8.923 0.107
H 2.128 5.810 9.895 0.146
H 4.200 7.304 9.369 0.091
H 3.810 7.467 10.981 0.052
H 3.479 8.750 9.844 0.077
H -0.598 8.083 9.623 0.126
H -1.034 7.427 11.199 0.136
H -1.976 6.176 9.327 0.135
H -0.732 5.073 10.013 0.139
H -1.720 6.858 7.173 0.100
H -0.398 6.333 6.372 0.097
H -0.088 7.641 7.548 0.076
C 7.589 7.880 -8.937 -0.054
C 8.888 8.146 -8.163 -0.156
N 8.771 8.796 -6.751 -0.210
C 10.143 8.689 -5.999 0.025
C 8.261 10.278 -6.725 -0.147
C 9.050 11.103 -7.714 -0.074
C 7.806 7.887 -5.875 -0.033
C 7.753 8.318 -4.397 -0.215
O 8.760 7.854 -3.560 -0.224
C 8.487 7.652 -2.128 -0.033
H 6.855 7.273 -8.408 0.081
H 7.783 7.514 -9.946 0.100
H 6.891 8.717 -8.953 0.077
H 9.565 8.716 -8.799 0.116
H 9.399 7.189 -8.052 0.130
H 10.299 7.629 -5.800 0.106
H 10.341 9.250 -5.085 0.114
H 10.895 8.833 -6.775 0.093
H 8.603 10.750 -5.805 0.118
H 7.187 10.247 -6.912 0.134
H 8.859 12.154 -7.493 0.093
H 8.708 10.804 -8.705 0.080
H 10.132 11.036 -7.604 0.088
H 8.010 6.853 -6.151 0.148
H 6.837 8.187 -6.275 0.121
H 6.837 8.042 -3.875 0.136
H 7.862 9.397 -4.289 0.118
H 8.035 8.567 -1.745 0.083
H 9.201 7.310 -1.378 0.098
H 7.691 6.909 -2.075 0.088
C -9.996 4.544 -6.743 0.019
C -8.761 4.910 -6.091 -0.396
O -8.289 6.014 -6.033 0.184
N -7.972 3.711 -5.567 0.111
H -7.908 3.796 -4.563 0.186
H -8.451 2.829 -5.687 0.171
C -6.624 3.551 -6.285 0.055
H -10.518 5.501 -6.758 0.108
H -10.678 3.879 -6.212 0.115
H -9.986 4.287 -7.802 0.120
H -6.209 4.537 -6.494 0.101
H -6.889 3.118 -7.249 0.110
H -5.932 2.925 -5.721 0.116
N 4.663 -0.332 10.223 -0.222
S 3.764 -0.824 11.527 0.534
O 3.192 -2.142 11.421 -0.263
O 3.279 0.058 12.629 -0.328
F 5.127 -1.276 12.179 -0.232
S 3.411 0.057 9.530 0.416
O 2.280 0.845 10.073 -0.334
O 2.938 -0.917 8.526 -0.312
F 4.021 1.238 8.557 -0.259
N 3.287 -7.308 -7.324 -0.232
S 4.640 -7.708 -6.879 0.361
O 5.741 -7.566 -7.775 -0.282
O 4.705 -8.549 -5.683 -0.295
F 4.768 -6.246 -6.137 -0.270
S 3.001 -8.933 -7.768 0.600
O 2.690 -9.965 -6.765 -0.305
O 3.613 -9.356 -9.027 -0.310
F 1.505 -8.543 -8.369 -0.268
N 9.150 0.273 5.574 -0.243
S 9.964 -0.358 4.480 0.423
O 11.385 -0.547 4.754 -0.322
O 9.480 -0.256 3.037 -0.358
F 9.360 -1.809 4.747 -0.223
S 9.416 1.873 4.902 0.544
O 8.429 2.182 3.965 -0.278
O 10.755 2.368 4.686 -0.306
F 9.095 2.792 6.221 -0.237
N 1.294 -11.928 3.745 -0.269
S 2.264 -11.812 2.656 0.379
O 1.708 -11.501 1.321 -0.333
O 3.451 -12.655 2.773 -0.320
F 2.918 -10.415 3.071 -0.207
S 0.802 -13.533 3.380 0.646
O 1.486 -14.734 3.989 -0.336
O 0.175 -13.741 2.101 -0.305
F -0.539 -13.435 4.350 -0.257
N -9.664 -1.273 -5.984 -0.274
S -8.984 -2.536 -6.587 0.416
O -9.106 -2.557 -8.028 -0.311
O -8.901 -3.802 -5.850 -0.300
F -7.493 -1.959 -6.373 -0.236
S -11.110 -2.175 -5.766 0.546
O -11.230 -2.998 -4.572 -0.305
O -11.826 -2.636 -6.927 -0.289
F -12.031 -0.928 -5.249 -0.247
N -4.108 -5.356 6.077 -0.297
S -4.749 -3.972 6.772 0.580
O -5.364 -4.073 8.078 -0.305
O -5.358 -3.036 5.817 -0.330
F -3.370 -3.249 7.143 -0.208
S -4.980 -5.514 4.856 0.464
O -4.499 -4.935 3.618 -0.315
O -6.409 -5.657 5.134 -0.328
F -4.511 -7.099 4.730 -0.261
N 1.500 1.469 -8.510 -0.259
S 3.009 2.219 -8.436 0.594
O 3.262 3.216 -7.389 -0.324
O 3.770 2.266 -9.723 -0.323
F 3.564 0.945 -7.661 -0.218
S 0.748 2.748 -8.711 0.410
O 1.083 3.626 -9.843 -0.327
O 0.278 3.349 -7.492 -0.306
F -0.520 1.949 -9.381 -0.246
N -8.341 3.974 -0.058 -0.247
S -9.958 4.172 0.558 0.629
O -10.436 5.585 0.700 -0.332
O -10.551 3.158 1.457 -0.282
F -10.698 3.880 -0.852 -0.244
S -7.887 3.815 1.325 0.349
O -7.858 2.520 1.957 -0.280
O -7.836 4.966 2.209 -0.302
F -6.254 3.944 0.957 -0.290
```

## Properties
HOMO level ... -4.3 eV
E ... -12849.86999 Ha
HOMO-LUMO gap ... 5.201 eV
Charge ... -3

Density functional theory data (ωB97M-V with the def2-TZVPD basis set) for a cluster of 12 separate species, C35H88O29S10 in total.

```
162
Properties=species:S:1:pos:R:3:lowdin_charge:R:1
O -3.842 1.819 -2.891 -0.293
S -5.053 1.242 -2.374 0.575
O -5.481 1.590 -1.072 -0.273
O -6.235 1.602 -3.457 -0.279
C -7.664 1.241 -3.128 -0.223
C -8.608 2.237 -3.764 -0.066
C -4.893 -0.534 -2.563 -0.098
H -7.760 1.287 -2.043 0.110
H -7.775 0.237 -3.531 0.117
H -8.475 2.194 -4.843 0.083
H -8.460 3.225 -3.331 0.086
H -9.607 1.882 -3.513 0.084
H -3.974 -0.814 -2.047 0.058
H -4.769 -0.762 -3.619 0.080
H -5.783 -1.038 -2.191 0.071
O -3.846 -2.430 1.992 -0.254
S -3.278 -3.481 2.738 0.556
O -3.795 -4.835 2.711 -0.283
O -1.724 -3.489 2.365 -0.289
C -0.814 -4.494 2.952 -0.217
C -0.215 -5.382 1.867 -0.058
C -3.146 -2.968 4.438 -0.105
H -1.415 -5.117 3.616 0.110
H -0.029 -3.912 3.436 0.108
H 0.446 -4.780 1.234 0.060
H -1.025 -5.842 1.310 0.082
H 0.438 -6.089 2.382 0.087
H -2.730 -1.963 4.446 0.062
H -2.542 -3.693 4.976 0.068
H -4.153 -2.981 4.867 0.082
O 4.550 4.239 3.682 -0.290
S 4.498 3.861 2.295 0.589
O 4.882 4.797 1.317 -0.257
O 5.391 2.513 2.046 -0.269
C 5.239 1.423 3.022 -0.236
C 4.763 0.185 2.309 -0.076
C 2.816 3.303 1.839 -0.103
H 4.553 1.798 3.791 0.094
H 6.223 1.330 3.488 0.124
H 5.499 -0.185 1.587 0.086
H 3.860 0.420 1.731 0.077
H 4.539 -0.583 3.054 0.063
H 2.475 2.444 2.433 0.056
H 2.853 2.979 0.793 0.056
H 2.186 4.179 1.984 0.062
O -0.881 5.363 1.122 -0.287
S -0.263 5.145 -0.152 0.575
O 0.935 4.392 -0.202 -0.274
O -1.310 4.423 -1.160 -0.282
C -2.747 4.892 -1.171 -0.200
C -3.114 5.435 -2.530 -0.060
C 0.009 6.735 -0.969 -0.089
H -2.778 5.655 -0.385 0.105
H -3.400 4.056 -0.933 0.108
H -4.081 5.935 -2.460 0.088
H -3.234 4.641 -3.277 0.060
H -2.363 6.106 -2.960 0.082
H -0.952 7.223 -1.058 0.062
H 0.480 6.523 -1.935 0.080
H 0.734 7.263 -0.340 0.079
O 6.319 -2.557 -4.895 -0.272
S 5.384 -1.701 -4.250 0.573
O 5.648 -0.322 -4.074 -0.267
O 3.999 -1.814 -5.067 -0.267
C 2.851 -0.994 -4.598 -0.235
C 1.607 -1.650 -5.127 -0.054
C 4.938 -2.403 -2.597 -0.100
H 2.992 0.012 -4.978 0.121
H 2.855 -1.043 -3.515 0.070
H 1.643 -2.715 -4.897 0.087
H 1.520 -1.475 -6.195 0.084
H 0.736 -1.251 -4.604 0.061
H 5.895 -2.452 -2.076 0.066
H 4.484 -3.377 -2.788 0.070
H 4.231 -1.721 -2.126 0.039
O 2.408 -3.580 2.566 -0.268
S 3.517 -3.487 1.696 0.550
O 3.560 -2.519 0.633 -0.279
O 4.763 -3.221 2.646 -0.279
C 6.084 -3.040 2.013 -0.239
C 6.971 -2.416 3.043 -0.056
C 3.894 -5.146 1.115 -0.106
H 5.895 -2.384 1.162 0.102
H 6.423 -4.030 1.706 0.119
H 6.970 -3.033 3.944 0.092
H 6.641 -1.404 3.283 0.059
H 7.968 -2.316 2.611 0.095
H 3.051 -5.561 0.552 0.074
H 4.185 -5.741 1.986 0.081
H 4.712 -5.181 0.388 0.071
O -7.524 -5.084 -1.860 -0.279
S -6.467 -5.232 -0.915 0.589
O -6.026 -6.522 -0.498 -0.272
O -5.184 -4.350 -1.412 -0.276
C -3.882 -4.668 -0.768 -0.221
C -2.878 -3.526 -0.848 -0.064
C -6.939 -4.219 0.514 -0.100
H -3.509 -5.535 -1.303 0.120
H -4.096 -4.923 0.266 0.076
H -2.039 -3.778 -0.198 0.060
H -3.272 -2.589 -0.439 0.057
H -2.533 -3.360 -1.870 0.085
H -7.206 -3.236 0.124 0.069
H -6.121 -4.218 1.233 0.043
H -7.824 -4.671 0.961 0.071
C -2.788 3.985 2.911 -0.176
O -4.007 3.883 3.641 -0.111
H -2.196 3.103 3.176 0.074
H -2.931 3.978 1.822 0.059
H -2.115 4.831 3.139 0.071
H -4.595 4.519 3.222 0.070
C 4.632 1.525 -1.356 -0.142
O 3.726 1.659 -2.436 -0.140
H 5.330 0.710 -1.596 0.069
H 5.062 2.519 -1.228 0.091
H 4.113 1.187 -0.450 0.052
H 3.026 1.002 -2.389 -0.007
C 2.962 -0.917 6.415 -0.193
C 2.758 0.608 6.679 -0.202
C 1.229 0.758 6.676 -0.218
S 0.632 -0.176 5.238 0.673
O 0.697 0.605 4.017 -0.332
O -0.574 -0.869 5.589 -0.319
C 2.096 -1.228 5.186 -0.224
H 2.609 -1.464 7.293 0.116
H 4.040 -1.062 6.236 0.118
H 3.180 1.238 5.896 0.104
H 3.181 0.903 7.648 0.120
H 0.869 1.789 6.633 0.113
H 0.814 0.210 7.524 0.104
H 2.608 -0.895 4.292 0.076
H 1.832 -2.280 5.123 0.098
C -0.799 1.684 -4.838 -0.209
C 0.466 2.265 -4.180 -0.204
C 1.077 3.195 -5.236 -0.197
S -0.312 4.024 -6.142 0.681
O -0.182 3.864 -7.551 -0.325
O -0.486 5.383 -5.637 -0.354
C -1.577 2.860 -5.466 -0.189
H -1.431 1.157 -4.115 0.094
H -0.506 0.934 -5.573 0.111
H 1.176 1.480 -3.911 0.088
H 0.221 2.831 -3.275 0.109
H 1.628 2.637 -6.000 0.100
H 1.759 3.948 -4.834 0.105
H -2.166 2.518 -6.317 0.105
H -2.042 3.420 -4.652 0.074
C -0.935 -0.426 1.071 -0.191
C -0.749 1.088 0.784 -0.183
C -0.490 1.271 -0.726 -0.199
S 0.329 -0.257 -1.266 0.716
O 1.704 -0.028 -1.674 -0.340
O -0.569 -0.906 -2.201 -0.333
C 0.209 -1.129 0.345 -0.195
H -1.871 -0.792 0.649 0.106
H -0.830 -0.575 2.144 0.099
H 0.100 1.519 1.325 0.105
H -1.635 1.651 1.093 0.112
H 0.161 2.137 -0.880 0.076
H -1.436 1.310 -1.265 0.095
H 1.183 -1.016 0.834 0.093
H 0.008 -2.176 0.121 0.092
```

## Properties
HOMO level ... -9.5 eV
E ... -7550.05904 Ha
SMILES string ... CCOS(C)(=O)=O.CCOS(C)(=O)=O.CCOS(C)(=O)=O.CCOS(C)(=O)=O.CCOS(C)(=O)=O.CCOS(C)(=O)=O.CCOS(C)(=O)=O.O=S1(=O)CCCC1.O=S1(=O)CCCC1.O=S1(=O)CCCC1.CO.CO
HOMO-LUMO gap ... 9.150 eV
Charge ... 0

- Which of these has the highest HOMO level?
  C35H88F16N13O37S16